# 1
A gas-phase ion, C4H10NS (charge -1), computed with ωB97M-V/def2-TZVPD.

Output
Frontier orbital gap = 0.2229 Ha
Energy relative to the best compared isomer or geometry (same formula, charge and spin) = 14.7 kcal/mol

Geometry as ORCA input:
```
! wB97M-V def2-TZVPD RIJCOSX def2/J DEFGRID3
* xyz -1 1
C 1.052 1.746 -0.420
N 0.797 0.371 -0.802
C 0.198 -0.532 0.221
C -0.983 0.229 0.974
C -0.387 -1.735 -0.403
S -0.577 -3.112 0.849
H 0.192 2.179 0.107
H 1.948 1.801 0.204
H 1.210 2.358 -1.313
H 0.352 0.268 -1.702
H 0.968 -0.857 0.946
H -1.556 -0.689 1.228
H -1.510 0.915 0.299
H -0.797 0.829 1.852
H -1.242 -1.473 -1.041
H 0.335 -2.297 -0.997
*
```

---

# 2
A molecular structure, C14H18N8O7Ti, computed with ωB97M-V/def2-TZVPD.

Output
Frontier orbital gap = 0.2868 Ha

Geometry as ORCA input:
```
! wB97M-V def2-TZVPD RIJCOSX def2/J DEFGRID3
* xyz 2 1
Ti -3.887 -8.450 12.852
O -4.434 -12.716 17.218
C -4.361 -11.750 16.316
C -5.509 -11.154 15.721
C -5.360 -10.197 14.764
N -4.084 -9.833 14.390
C -3.024 -10.414 14.984
C -3.095 -11.364 15.932
C -1.795 -9.641 14.484
O -0.731 -9.685 14.992
O -2.162 -8.688 13.560
C -6.343 -9.327 14.103
O -7.492 -9.631 14.004
O -5.757 -8.380 13.379
H -5.339 -12.873 17.528
H -6.476 -11.439 16.065
H -2.181 -11.717 16.402
N -3.736 -6.672 14.738
N -3.428 -5.404 14.244
C -3.323 -5.318 12.916
N -2.847 -4.308 12.280
N -3.843 -6.391 12.267
N -3.631 -6.659 10.981
O -3.809 -7.864 10.769
O -3.384 -5.877 10.154
H -4.692 -6.698 15.129
H -3.061 -7.022 15.355
H -3.092 -4.722 14.880
H -2.438 -3.603 12.853
H -2.841 -4.158 11.281
N -4.338 -10.125 11.795
C -4.796 -11.103 11.388
N -5.081 -12.300 10.927
C -6.092 -12.326 9.810
C -6.228 -13.728 9.224
C -4.853 -14.427 9.021
C -3.812 -14.173 10.136
C -4.448 -13.559 11.314
H -5.792 -11.551 9.059
H -7.049 -11.957 10.203
H -6.707 -13.649 8.256
H -6.914 -14.377 9.807
H -4.447 -14.095 8.059
H -5.048 -15.522 8.937
H -2.994 -13.672 9.652
H -3.484 -15.177 10.469
H -3.724 -13.442 12.111
H -5.275 -14.244 11.518
*
```

---

# 3
A molecular structure, C12H24ClNiO7, computed with ωB97M-V/def2-TZVPD.

Output
Frontier orbital gap (alpha / beta) = 0.2950 / 0.1233 Ha

Geometry as ORCA input:
```
! wB97M-V def2-TZVPD RIJCOSX def2/J DEFGRID3
* xyz 2 4
Ni 0.111 -0.542 -2.243
Cl -0.374 -1.550 -0.004
C -3.411 2.363 -4.114
C -3.435 0.885 -4.569
O -3.993 0.027 -3.593
C -3.226 -0.632 -2.688
O -2.020 -0.549 -2.580
O -4.089 -1.277 -1.825
C -3.637 -2.273 -0.949
H -4.295 2.905 -4.451
H -2.519 2.937 -4.368
H -3.645 2.457 -3.053
H -2.463 0.583 -4.959
H -4.075 0.902 -5.451
H -4.479 -2.873 -0.603
H -3.329 -1.753 -0.042
H -2.750 -2.798 -1.302
C 1.746 1.841 2.781
C 1.570 1.422 1.279
O 1.070 2.453 0.537
C 0.336 2.386 -0.607
O 0.054 1.404 -1.292
O -0.006 3.662 -0.906
C -0.642 3.940 -2.121
H 2.652 2.435 2.904
H 1.896 1.018 3.480
H 0.919 2.422 3.189
H 0.860 0.596 1.248
H 2.500 1.105 0.807
H -0.853 5.007 -2.189
H -1.528 3.338 -2.320
H 0.026 3.590 -2.908
C 3.358 -2.173 2.466
C 4.128 -2.470 3.732
C 3.365 -3.670 4.212
O 1.989 -3.414 3.924
C 1.882 -2.465 2.818
H 3.739 -2.842 1.695
H 3.482 -1.123 2.204
H 3.995 -1.709 4.501
H 5.157 -2.708 3.460
H 3.501 -3.852 5.278
H 3.672 -4.610 3.754
H 1.376 -1.505 2.922
H 1.385 -2.891 1.946
*
```

---

# 4
A single C4H5N3O2 molecule, computed with ωB97M-V/def2-TZVPD.

Output
Frontier orbital gap = 0.3423 Ha
Energy relative to the best compared isomer or geometry (same formula, charge and spin) = 92.7 kcal/mol

Geometry as ORCA input:
```
! wB97M-V def2-TZVPD RIJCOSX def2/J DEFGRID3
* xyz 0 1
H 1.029 3.383 0.354
N 0.499 2.555 0.081
C 1.264 1.573 -0.044
N 0.791 0.253 -0.124
C -0.523 -0.115 -0.085
C -1.689 -0.436 -0.051
N -2.920 -1.031 -0.042
C 1.714 -0.776 0.002
O 2.923 -0.707 -0.114
O 1.121 -2.010 0.199
H 2.312 1.501 0.156
H -2.926 -1.605 -0.935
H -3.758 -0.464 0.064
H 0.162 -2.121 0.540
*
```

---

# 5
2 unconnected molecules or ions with the total composition C2H4FN, computed with ωB97M-V/def2-TZVPD.

Output
Frontier orbital gap = 0.3786 Ha
Energy relative to the best compared isomer or geometry (same formula, charge and spin) = 28.5 kcal/mol

Geometry as ORCA input:
```
! wB97M-V def2-TZVPD RIJCOSX def2/J DEFGRID3
* xyz 0 1
C 1.335 -0.733 0.042
C 0.541 0.253 -0.020
N -0.378 1.023 -0.041
H 1.483 -1.395 0.899
H 1.957 -0.981 -0.885
H -0.430 2.032 -0.149
F -2.741 -0.162 0.072
H -1.767 -0.037 0.082
*
```

---

# 6
2 unconnected molecules or ions with the total composition C4H9BO, computed with ωB97M-V/def2-TZVPD.

Output
Frontier orbital gap (alpha / beta) = 0.3333 / 0.2306 Ha
Energy relative to the best compared isomer or geometry (same formula, charge and spin) = 120.4 kcal/mol

Geometry as ORCA input:
```
! wB97M-V def2-TZVPD RIJCOSX def2/J DEFGRID3
* xyz 0 1
B -0.031 -0.421 -0.554
C -2.516 -0.320 -0.185
C -1.905 0.420 0.984
C -1.180 0.497 -0.330
C 3.131 -0.035 0.787
O 0.211 -1.678 -0.628
H -2.274 -1.423 -0.109
H -3.438 0.004 -0.596
H -2.321 1.356 1.258
H -1.302 -0.088 1.719
H -1.226 1.438 -0.786
H 3.410 0.505 -0.094
H 2.621 -1.036 0.693
H 2.668 0.436 1.619
H 1.086 -1.959 -0.929
*
```

---

# 7
A gas-phase ion, C4H7F2N2O5S (charge +1), computed with ωB97M-V/def2-TZVPD.

Output
Frontier orbital gap = 0.3497 Ha

Geometry as ORCA input:
```
! wB97M-V def2-TZVPD RIJCOSX def2/J DEFGRID3
* xyz 1 1
C 2.825 0.968 0.298
O 1.923 -0.088 0.830
C 0.559 0.263 0.574
N -0.353 -0.971 0.408
C -1.581 -0.436 -0.328
O -1.676 -0.575 -1.585
N -2.677 0.302 0.341
C -2.720 1.626 -0.374
O -3.444 1.819 -1.374
F -1.848 2.662 0.118
S 0.403 -2.256 -0.546
O -0.609 -3.299 -0.986
O 1.467 -3.000 0.244
F 1.160 -1.492 -1.835
H 2.258 1.967 0.119
H 3.244 0.537 -0.696
H 3.667 1.129 1.076
H 0.108 0.881 1.429
H 0.404 0.880 -0.393
H -0.623 -1.382 1.330
H -2.488 0.464 1.349
*
```

---

# 8
A molecular structure, C3H15BeO5, computed with ωB97M-V/def2-TZVPD.

Output
Frontier orbital gap = 0.3030 Ha
Energy relative to the best compared isomer or geometry (same formula, charge and spin) = 0.1 kcal/mol

Geometry as ORCA input:
```
! wB97M-V def2-TZVPD RIJCOSX def2/J DEFGRID3
* xyz 1 1
Be 0.784 0.472 0.268
C -1.972 -0.745 -1.975
C -1.621 -1.032 -0.522
C -1.760 -2.486 -0.089
O -0.251 -0.630 -0.260
H -1.698 0.323 -2.106
H -3.004 -0.945 -2.157
H -1.434 -1.452 -2.653
H -2.259 -0.314 0.048
H -2.723 -2.909 -0.373
H -1.459 -2.538 0.963
H -1.031 -3.097 -0.582
O -0.312 1.516 1.053
H -0.585 1.342 1.945
H -0.977 1.959 0.520
O 1.606 1.184 -0.957
H 2.357 0.878 -1.416
H 1.700 2.126 -1.055
O 2.474 2.541 1.397
H 3.370 2.811 1.120
H 2.601 2.164 2.291
O 1.840 -0.153 1.313
H 2.772 -0.008 1.550
H 1.586 -1.015 1.673
*
```